1.
Density functional theory data (ωB97M-V/def2-TZVPD) for C30H21N3S3W as an isolated structure.

Values from the calculation:
LUMO, Ha: -0.269
Relative energy (zero: lowest compared OMol25 entry of this formula, charge and spin), kJ/mol: 1.9
HOMO, eV: -13.2063
Molecular weight, g/mol: 703.56
Orbital gap, eV: 5.89
2S+1: 1
Charge: +2

The geometry in XYZ format:
```
58
Properties=species:S:1:pos:R:3:lowdin_charge:R:1
W 1.52 0.20 -0.26 1.344
C 2.47 0.39 -2.31 -0.183
C 1.57 1.49 -2.27 -0.127
C 1.96 2.35 -1.23 -0.135
C 3.12 1.82 -0.60 -0.170
C 3.45 0.60 -1.27 -0.202
H 2.49 -0.38 -3.06 0.122
H 0.71 1.63 -2.91 0.136
H 1.44 3.25 -0.94 0.134
H 3.67 2.28 0.20 0.132
H 4.32 0.00 -1.08 0.135
S 1.56 4.92 3.25 1.069
C 1.24 6.06 4.48 -0.374
C -0.04 5.96 4.94 -0.144
C -0.77 4.94 4.28 -0.096
C -0.03 4.28 3.33 -0.490
C -0.46 3.18 2.47 -0.161
C 0.48 2.46 1.71 -0.074
N 0.15 1.47 0.90 -0.067
C -1.15 1.09 0.81 -0.145
C -2.15 1.73 1.53 -0.104
C -3.51 1.26 1.37 0.022
C -3.81 0.25 0.54 0.019
C -2.77 -0.42 -0.22 -0.104
C -3.02 -1.47 -1.11 0.103
C -1.98 -2.04 -1.83 -0.169
C -0.69 -1.54 -1.60 -0.046
N -0.43 -0.56 -0.75 -0.025
C -1.46 0.01 -0.06 -0.134
C -2.19 -3.13 -2.78 -0.496
C -3.33 -3.42 -3.49 -0.097
C -3.18 -4.56 -4.33 -0.145
C -1.94 -5.11 -4.24 -0.376
S -0.94 -4.26 -3.15 1.053
C -1.79 2.79 2.36 0.095
H 2.01 6.74 4.79 0.083
H -0.44 6.59 5.72 0.119
H -1.80 4.71 4.52 0.118
H 1.53 2.69 1.78 0.097
H -4.29 1.76 1.94 0.133
H -4.83 -0.10 0.43 0.133
H -4.03 -1.85 -1.23 0.144
H 0.14 -1.95 -2.15 0.085
H -4.23 -2.84 -3.43 0.123
H -3.96 -4.94 -4.97 0.119
H -1.56 -5.97 -4.76 0.082
H -2.55 3.32 2.92 0.137
S 2.14 -0.60 1.81 0.764
C 2.46 -2.11 0.94 -0.654
C 2.82 -3.34 1.44 -0.032
C 3.01 -4.37 0.52 -0.001
C 2.83 -4.13 -0.84 -0.015
C 2.43 -2.87 -1.25 -0.103
N 2.25 -1.88 -0.37 -0.129
H 2.96 -3.49 2.50 0.128
H 3.32 -5.35 0.85 0.132
H 2.98 -4.90 -1.58 0.125
H 2.28 -2.64 -2.29 0.116
```

***

2.
Density functional theory data (ωB97M-V/def2-TZVPD) for C30H21N3S3W as an isolated structure.

Values from the calculation:
LUMO, Ha: -0.268
Relative energy (zero: lowest compared OMol25 entry of this formula, charge and spin), kJ/mol: 0.0
HOMO, eV: -13.2198
Molecular weight, g/mol: 703.56
Orbital gap, eV: 5.92
2S+1: 1
Charge: +2

The geometry in XYZ format:
```
58
Properties=species:S:1:pos:R:3:lowdin_charge:R:1
W -1.32 0.19 0.80 1.346
C -3.07 1.43 0.06 -0.182
C -2.93 0.45 -0.95 -0.124
C -3.14 -0.82 -0.37 -0.134
C -3.43 -0.66 1.01 -0.173
C -3.39 0.74 1.29 -0.204
H -3.05 2.50 -0.09 0.122
H -2.68 0.63 -1.98 0.136
H -3.07 -1.76 -0.89 0.135
H -3.68 -1.44 1.70 0.132
H -3.65 1.21 2.23 0.135
S -1.98 -5.65 1.22 1.069
C -1.67 -7.31 1.42 -0.373
C -0.43 -7.65 0.96 -0.145
C 0.28 -6.54 0.44 -0.094
C -0.44 -5.38 0.52 -0.496
C -0.01 -4.05 0.08 -0.161
C -0.71 -2.90 0.50 -0.073
N -0.39 -1.67 0.13 -0.069
C 0.68 -1.49 -0.68 -0.144
C 1.45 -2.56 -1.14 -0.104
C 2.58 -2.28 -1.99 0.022
C 2.89 -1.01 -2.35 0.019
C 2.09 0.10 -1.88 -0.104
C 2.35 1.43 -2.22 0.103
C 1.53 2.45 -1.76 -0.169
C 0.46 2.09 -0.93 -0.043
N 0.21 0.84 -0.57 -0.027
C 1.01 -0.16 -1.05 -0.133
C 1.74 3.86 -2.11 -0.502
C 2.30 4.35 -3.25 -0.095
C 2.35 5.77 -3.27 -0.146
C 1.83 6.32 -2.13 -0.376
S 1.28 5.13 -1.05 1.053
C 1.08 -3.85 -0.76 0.095
H -2.42 -7.95 1.85 0.082
H -0.04 -8.66 1.00 0.118
H 1.28 -6.62 0.05 0.119
H -1.55 -2.99 1.18 0.099
H 3.18 -3.10 -2.35 0.133
H 3.73 -0.81 -2.99 0.133
H 3.20 1.67 -2.85 0.145
H -0.21 2.84 -0.55 0.087
H 2.65 3.73 -4.07 0.123
H 2.75 6.36 -4.08 0.119
H 1.75 7.36 -1.88 0.081
H 1.64 -4.70 -1.12 0.138
S -0.40 -0.37 2.85 0.760
C -0.30 1.39 3.09 -0.654
C 0.27 2.10 4.12 -0.031
C 0.20 3.48 4.05 -0.003
C -0.41 4.10 2.97 -0.014
C -0.93 3.31 1.96 -0.101
N -0.88 1.97 2.03 -0.130
H 0.73 1.59 4.95 0.128
H 0.62 4.08 4.85 0.132
H -0.49 5.17 2.90 0.125
H -1.42 3.74 1.10 0.114
```

***

3.
Density functional theory data (ωB97M-V/def2-TZVPD) for C30H22Br2CrIN3 as an isolated structure at a distorted geometry.

Values from the calculation:
LUMO (spin up / spin down), Ha: -0.002 / -0.025
Relative energy (zero: lowest compared OMol25 entry of this formula, charge and spin), kJ/mol: 34.8
HOMO (spin up / spin down), eV: -6.3939 / -8.0431
Molecular weight, g/mol: 763.24
Orbital gap (spin up / spin down), eV: 6.34 / 7.38
Expectation value of S²: 6.071
2S+1: 5
Charge: 0

The geometry in XYZ format:
```
59
Properties=species:S:1:pos:R:3:mulliken_spin:R:1
Cr 0.17 0.43 0.67 3.296
I 0.51 2.28 2.82 0.007
C -1.21 1.53 3.72 -0.025
C -1.58 2.07 4.92 0.003
C -2.72 1.56 5.58 -0.006
C -3.42 0.54 5.02 0.006
C -3.04 -0.02 3.77 -0.013
C -3.79 -1.09 3.21 0.030
C -3.44 -1.60 2.00 -0.020
C -2.33 -1.08 1.30 0.058
C -1.54 -0.06 1.79 -0.112
C -1.91 0.48 3.07 -0.073
H -1.01 2.88 5.36 0.001
H -3.02 1.99 6.53 0.000
H -4.29 0.13 5.52 0.000
H -4.63 -1.49 3.77 0.002
H -4.00 -2.42 1.57 -0.001
H -2.10 -1.51 0.33 -0.001
C 5.91 0.89 -0.16 0.082
C 5.33 1.53 -1.25 -0.040
C 3.97 1.76 -1.30 0.092
C 3.15 1.34 -0.25 -0.079
C 3.74 0.73 0.86 0.074
C 5.10 0.50 0.90 -0.041
N 1.75 1.51 -0.26 0.316
N 1.36 2.44 -1.12 0.315
C 0.02 2.64 -1.13 -0.011
C -0.51 3.65 -1.97 0.058
C -1.85 3.88 -1.98 0.003
C -2.70 3.11 -1.16 0.095
C -2.13 2.13 -0.38 0.019
N -0.81 1.90 -0.35 0.021
H 6.98 0.71 -0.13 0.006
H 5.95 1.86 -2.07 -0.001
H 3.51 2.25 -2.15 0.013
H 3.12 0.45 1.71 0.009
H 5.54 0.02 1.77 -0.002
H 0.19 4.20 -2.58 0.000
H -2.26 4.66 -2.61 0.001
H -3.76 3.26 -1.15 0.005
H -2.74 1.50 0.25 -0.001
Br 1.25 -1.49 2.02 0.003
C 2.63 -2.61 0.99 0.006
Br 2.90 -2.17 -0.78 0.003
H 2.13 -3.56 1.14 0.000
H 3.46 -2.38 1.64 0.000
C -0.11 -0.75 -0.92 -0.200
C -0.29 -1.47 -1.88 0.096
C -0.48 -2.36 -2.99 -0.030
C -0.20 -1.94 -4.29 0.017
C -0.38 -2.81 -5.36 -0.007
C -0.83 -4.10 -5.15 0.015
C -1.11 -4.52 -3.85 -0.007
C -0.94 -3.66 -2.78 0.018
H 0.15 -0.93 -4.46 0.001
H -0.15 -2.47 -6.37 0.000
H -0.96 -4.78 -5.98 0.001
H -1.46 -5.54 -3.68 0.000
H -1.15 -3.99 -1.77 0.001
```

***

4.
Density functional theory data (ωB97M-V/def2-TZVPD) for C30H22BrMnN6O4 as an isolated structure.

Values from the calculation:
LUMO (spin up / spin down), Ha: -0.166 / -0.164
Relative energy (zero: lowest compared OMol25 entry of this formula, charge and spin), kJ/mol: 67.2
HOMO (spin up / spin down), eV: -10.4301 / -10.6189
Molecular weight, g/mol: 665.39
Orbital gap (spin up / spin down), eV: 5.90 / 6.15
Expectation value of S²: 0.796
2S+1: 2
Charge: +1

The geometry in XYZ format:
```
64
Properties=species:S:1:pos:R:3:mulliken_spin:R:1
Mn 0.02 0.92 0.40 0.003
O 2.93 -1.25 2.96 0.000
C 3.58 -1.85 1.93 0.000
C 4.81 -2.44 2.21 0.000
C 5.52 -3.07 1.20 0.000
C 5.01 -3.12 -0.10 0.000
C 3.79 -2.54 -0.37 0.000
C 3.06 -1.89 0.63 0.000
C 1.79 -1.21 0.30 0.000
O 1.17 -0.57 1.24 0.000
N 1.33 -1.27 -0.93 0.000
N 0.15 -0.56 -0.89 0.000
C -0.87 -0.88 -1.58 0.000
C -2.11 -0.23 -1.13 0.000
C -3.32 -0.38 -1.77 0.000
C -4.45 0.20 -1.20 0.000
C -4.31 0.91 -0.02 0.000
C -3.06 1.02 0.56 0.000
N -1.97 0.45 0.03 0.000
H 2.08 -0.95 2.59 0.000
H 5.19 -2.40 3.22 0.000
H 6.47 -3.52 1.43 0.000
H 5.56 -3.63 -0.88 0.000
H 3.38 -2.57 -1.37 0.000
H -0.85 -1.68 -2.31 0.000
H -3.38 -0.94 -2.69 0.000
H -5.41 0.10 -1.67 0.000
H -5.16 1.37 0.46 0.000
H -2.91 1.58 1.47 0.000
Br 4.14 2.70 -9.95 0.023
C 4.16 3.39 -8.21 0.191
C 4.13 4.77 -8.01 -0.092
C 4.14 5.27 -6.73 0.174
C 4.16 4.39 -5.63 -0.031
C 4.21 3.00 -5.84 0.167
C 4.20 2.51 -7.13 -0.089
N 4.15 4.96 -4.39 0.576
N 4.11 4.22 -3.33 0.104
C 3.02 3.80 -2.79 -0.020
C 1.69 4.07 -3.36 0.019
C 0.57 3.56 -2.82 -0.022
C 0.65 2.72 -1.64 -0.007
O -0.35 2.20 -1.12 -0.015
C 1.97 2.50 -1.01 -0.003
N 1.93 1.76 0.12 0.001
C 3.07 1.58 0.77 -0.001
C 4.28 2.10 0.31 0.002
C 4.32 2.83 -0.85 0.023
C 3.12 3.04 -1.54 -0.005
H 4.10 5.43 -8.86 -0.002
H 4.13 6.34 -6.55 0.000
H 4.26 2.32 -5.00 0.008
H 4.25 1.44 -7.31 -0.003
H 1.65 4.70 -4.23 0.000
H -0.41 3.76 -3.23 0.000
H 3.02 0.99 1.68 0.000
H 5.18 1.92 0.88 0.000
H 5.24 3.24 -1.24 0.001
C -0.52 0.73 3.54 -0.001
C -0.39 1.28 2.18 -0.001
O -0.44 2.43 1.78 -0.001
H -0.76 1.51 4.26 0.000
H 0.40 0.23 3.81 0.000
H -1.30 -0.03 3.52 0.000
```